(1)
The following is a DFT calculation (ωB97M-V with the def2-TZVPD basis set) of 4 unconnected molecules or ions with the total composition C5H14O3.

Its SMILES is C=C/C=C/C.O.O.O. The value obtained for the orbital gap is 9.72 eV. The spin multiplicity is 1. The energy relative to the best compared isomer or geometry (same formula, charge and spin) is 18.18 kcal per mole.

Positions of all 22 atoms, in Å:
C: 0.43564 -0.92152 2.19889
C: 0.44698 0.27830 1.61932
C: 0.18569 0.35292 0.17555
C: 0.39693 1.27623 -0.75750
C: 0.33407 0.85774 -2.18919
H: 0.65044 -1.01996 3.25150
H: 0.30431 -1.82137 1.61374
H: 0.46197 1.18117 2.20422
H: -0.10049 -0.61429 -0.22044
H: 0.79781 2.26472 -0.61277
H: 1.28862 0.99491 -2.71801
H: -0.35948 1.42335 -2.83295
H: 0.08742 -0.19582 -2.33382
O: -2.77868 0.93848 0.27131
H: -3.43738 1.26912 -0.34462
H: -1.91516 1.23137 -0.05398
O: -2.13020 -2.28054 0.18540
H: -2.96666 -2.57612 -0.18438
H: -2.24706 -1.33951 0.36518
O: 3.65320 -0.11658 -0.88527
H: 2.72479 -0.16199 -0.63834
H: 4.03705 -0.98498 -0.74561

For each atom in turn, the Mulliken charge in e is: atom 1 (C): -0.808, atom 2 (C): -0.091, atom 3 (C): -0.368, atom 4 (C): -0.009, atom 5 (C): -1.218, atom 6 (H): 0.291, atom 7 (H): 0.244, atom 8 (H): 0.314, atom 9 (H): 0.237, atom 10 (H): 0.315, atom 11 (H): 0.352, atom 12 (H): 0.353, atom 13 (H): 0.329, atom 14 (O): -0.636, atom 15 (H): 0.305, atom 16 (H): 0.365, atom 17 (O): -0.630, atom 18 (H): 0.281, atom 19 (H): 0.364, atom 20 (O): -0.649, atom 21 (H): 0.361, atom 22 (H): 0.299

(2)
The following is a DFT calculation (ωB97M-V with the def2-TZVPD basis set) of a molecular structure, C17H21BClGaN5O5S3Sb.

Its charge is -1. The value obtained for the orbital gap (alpha / beta) is 7.96 / 5.63 eV. The spin multiplicity is 2. Its expectation value of S² is 0.7644.

Positions of all 55 atoms, in Å:
Ga: -0.90426 -0.60570 0.23130
S: -1.79767 -5.05859 2.11493
Sb: -1.61871 -3.76895 0.20068
S: -2.99241 -1.83871 0.49518
S: 0.42397 -2.46133 0.38655
O: 3.23776 3.99874 -1.03341
C: 3.53232 3.12929 -1.97521
O: 4.43886 3.32487 -2.75102
C: 2.70297 1.88350 -2.06336
C: 2.86324 0.94082 -3.05600
Cl: 3.87225 0.97449 -4.42240
N: 1.96341 -0.05391 -2.84025
N: 1.23604 0.18876 -1.75123
C: 1.63876 1.33855 -1.27130
C: 0.92315 1.82402 -0.03871
O: 1.18804 2.94664 0.40485
O: 0.07931 1.06372 0.56726
C: 1.69277 -1.24328 -3.58900
C: 0.36629 -1.56053 -3.83799
C: 0.06444 -2.72495 -4.52394
C: 1.08197 -3.56418 -4.95886
C: 2.40553 -3.23757 -4.69965
C: 2.71831 -2.07774 -4.00573
H: 2.47061 3.68781 -0.46091
H: -0.41465 -0.89126 -3.49845
H: -0.96918 -2.97736 -4.72115
H: 0.84376 -4.47771 -5.49085
H: 3.20298 -3.89426 -5.02695
H: 3.74587 -1.83800 -3.77082
C: -1.89707 2.34241 2.62460
N: -1.33221 1.51317 3.68653
C: -0.55019 2.25040 4.66990
C: -1.09319 0.19157 3.43097
O: -1.17866 -0.28978 2.29848
N: -0.78482 -0.61226 4.48825
C: -0.43745 -1.99472 4.16931
C: -1.40624 -0.41778 5.79275
H: -2.44947 3.16056 3.08998
H: -2.57940 1.75459 2.01986
H: -1.12548 2.74773 1.97121
H: 0.09783 2.96554 4.15559
H: 0.07981 1.57971 5.24618
H: -1.19986 2.80536 5.35102
H: 0.25093 -2.03120 3.33000
H: -1.32325 -2.57618 3.90411
H: 0.03902 -2.44145 5.04337
H: -2.03235 0.46979 5.79270
H: -0.65695 -0.32353 6.58237
H: -2.03625 -1.28006 6.02075
B: -2.98441 1.43021 -3.45442
C: -2.25892 0.72277 -2.26302
N: -1.70257 0.21105 -1.39555
H: -2.25715 1.32462 -4.42334
H: -3.12417 2.59244 -3.12524
H: -4.05327 0.87785 -3.61993

For each atom in turn, the Mulliken charge in e is: atom 1 (Ga): 0.519, atom 2 (S): -0.495, atom 3 (Sb): 0.434, atom 4 (S): -0.548, atom 5 (S): -0.513, atom 6 (O): -0.556, atom 7 (C): 0.464, atom 8 (O): -0.620, atom 9 (C): -0.395, atom 10 (C): 0.216, atom 11 (Cl): -0.149, atom 12 (N): 0.254, atom 13 (N): -0.063, atom 14 (C): 0.183, atom 15 (C): 0.825, atom 16 (O): -0.934, atom 17 (O): -0.070, atom 18 (C): 0.188, atom 19 (C): 0.039, atom 20 (C): -0.783, atom 21 (C): -0.400, atom 22 (C): -0.706, atom 23 (C): -0.354, atom 24 (H): 0.472, atom 25 (H): 0.303, atom 26 (H): 0.429, atom 27 (H): 0.383, atom 28 (H): 0.352, atom 29 (H): 0.451, atom 30 (C): -0.946, atom 31 (N): 0.188, atom 32 (C): -1.180, atom 33 (C): 0.644, atom 34 (O): -0.238, atom 35 (N): 0.116, atom 36 (C): -0.848, atom 37 (C): -1.208, atom 38 (H): 0.420, atom 39 (H): 0.256, atom 40 (H): 0.209, atom 41 (H): 0.358, atom 42 (H): 0.427, atom 43 (H): 0.296, atom 44 (H): 0.168, atom 45 (H): 0.316, atom 46 (H): 0.346, atom 47 (H): 0.413, atom 48 (H): 0.293, atom 49 (H): 0.408, atom 50 (B): 0.338, atom 51 (C): 0.327, atom 52 (N): -0.617, atom 53 (H): -0.146, atom 54 (H): -0.142, atom 55 (H): -0.125

(3)
The following is a DFT calculation (ωB97M-V with the def2-TZVPD basis set) of a single C5H5NO2 molecule.

Its SMILES is N#CC1O[C@@H]2C[C@H]2O1. The value obtained for the orbital gap is 10.29 eV. The spin multiplicity is 1. The energy relative to the best compared isomer or geometry (same formula, charge and spin) is 168.28 kcal per mole.

Positions of all 13 atoms, in Å:
N: 3.24797 -0.49413 -0.70523
C: 2.34569 0.08968 -0.09305
C: 1.13161 0.38263 0.73142
O: 0.38272 1.40427 -0.03162
C: -0.50386 0.51561 -0.64689
C: -1.87650 -0.36942 -0.55559
C: -0.82925 -0.37895 0.45027
O: 0.52826 -0.88038 0.70633
H: 1.48516 0.82611 1.63459
H: 0.04402 -0.00544 -1.43250
H: -1.80715 -1.23945 -1.25904
H: -2.89109 0.04777 -0.21616
H: -1.25759 0.10172 1.41747

For each atom in turn, the Mulliken charge in e is: atom 1 (N): -0.483, atom 2 (C): 0.087, atom 3 (C): 0.349, atom 4 (O): -0.355, atom 5 (C): -0.187, atom 6 (C): -0.498, atom 7 (C): 0.224, atom 8 (O): -0.355, atom 9 (H): 0.300, atom 10 (H): 0.248, atom 11 (H): 0.259, atom 12 (H): 0.254, atom 13 (H): 0.157

(4)
The following is a DFT calculation (ωB97M-V with the def2-TZVPD basis set) of 2 unconnected molecules or ions with the total composition C6H11NO3.

Its SMILES is C=C(O)[N+](=O)[O-].C=C(C)C. The value obtained for the orbital gap is 8.48 eV. The spin multiplicity is 1. The energy relative to the best compared isomer or geometry (same formula, charge and spin) is 158.37 kcal per mole.

Positions of all 21 atoms, in Å:
C: -2.94610 1.67375 0.15573
C: -2.67985 0.32574 0.07145
O: -2.63792 -0.55048 1.07969
N: -2.20557 -0.33846 -1.12998
O: -2.00425 0.30170 -2.11108
O: -2.04269 -1.54745 -1.05990
H: -3.26117 1.88994 1.22381
H: -2.95613 2.43961 -0.56223
H: -2.47530 -1.34899 0.64440
C: 0.34579 0.72436 0.20803
C: 0.74276 -0.44665 0.64316
C: 0.71965 -0.76433 2.15153
C: 1.19617 -1.50578 -0.21296
H: 0.03188 1.49077 0.85368
H: 0.12543 1.07939 -0.79808
H: 0.27975 0.06666 2.72474
H: 1.61062 -0.67774 2.72000
H: 0.12292 -1.55175 2.40089
H: 0.35286 -2.03337 -0.81860
H: 1.97065 -1.26913 -1.04185
H: 1.72869 -2.43862 0.32964

For each atom in turn, the Mulliken charge in e is: atom 1 (C): -0.937, atom 2 (C): 0.401, atom 3 (O): -0.437, atom 4 (N): 1.196, atom 5 (O): -0.570, atom 6 (O): -0.717, atom 7 (H): 0.242, atom 8 (H): 0.371, atom 9 (H): 0.423, atom 10 (C): -1.115, atom 11 (C): 1.096, atom 12 (C): -1.528, atom 13 (C): -1.027, atom 14 (H): 0.314, atom 15 (H): 0.378, atom 16 (H): 0.381, atom 17 (H): 0.426, atom 18 (H): 0.383, atom 19 (H): 0.175, atom 20 (H): 0.283, atom 21 (H): 0.262

- What is the formula in the fourth record?
  C6H11NO3

Repeat the fourth record exactly.
The following is a DFT calculation (ωB97M-V with the def2-TZVPD basis set) of 2 unconnected molecules or ions with the total composition C6H11NO3.

Its SMILES is C=C(O)[N+](=O)[O-].C=C(C)C. The value obtained for the orbital gap is 8.48 eV. The spin multiplicity is 1. The energy relative to the best compared isomer or geometry (same formula, charge and spin) is 158.37 kcal per mole.

Positions of all 21 atoms, in Å:
C: -2.94610 1.67375 0.15573
C: -2.67985 0.32574 0.07145
O: -2.63792 -0.55048 1.07969
N: -2.20557 -0.33846 -1.12998
O: -2.00425 0.30170 -2.11108
O: -2.04269 -1.54745 -1.05990
H: -3.26117 1.88994 1.22381
H: -2.95613 2.43961 -0.56223
H: -2.47530 -1.34899 0.64440
C: 0.34579 0.72436 0.20803
C: 0.74276 -0.44665 0.64316
C: 0.71965 -0.76433 2.15153
C: 1.19617 -1.50578 -0.21296
H: 0.03188 1.49077 0.85368
H: 0.12543 1.07939 -0.79808
H: 0.27975 0.06666 2.72474
H: 1.61062 -0.67774 2.72000
H: 0.12292 -1.55175 2.40089
H: 0.35286 -2.03337 -0.81860
H: 1.97065 -1.26913 -1.04185
H: 1.72869 -2.43862 0.32964

For each atom in turn, the Mulliken charge in e is: atom 1 (C): -0.937, atom 2 (C): 0.401, atom 3 (O): -0.437, atom 4 (N): 1.196, atom 5 (O): -0.570, atom 6 (O): -0.717, atom 7 (H): 0.242, atom 8 (H): 0.371, atom 9 (H): 0.423, atom 10 (C): -1.115, atom 11 (C): 1.096, atom 12 (C): -1.528, atom 13 (C): -1.027, atom 14 (H): 0.314, atom 15 (H): 0.378, atom 16 (H): 0.381, atom 17 (H): 0.426, atom 18 (H): 0.383, atom 19 (H): 0.175, atom 20 (H): 0.283, atom 21 (H): 0.262